1.
{"formula": "C22H26BiClNPZn", "method": "wB97M-V/def2-TZVPD", "mol_weight_da": 645.25, "max_force_ev_per_a": 6.0, "charge": -2, "homo_energy_ha": [0.01897, 0.05482], "relative_energy_kj_mol": 0.0, "total_energy_ha": -3704.0146, "lumo_ev": [4.32, 4.33], "multiplicity": 1, "orbital_gap_ev": [3.80, 2.84], "symbols": ["C", "C", "H", "H", "H", "H", "Zn", "H", "N", "H", "H", "H", "C", "C", "H", "C", "Cl", "C", "H", "C", "H", "C", "H", "C", "C", "H", "C", "C", "C", "C", "H", "C", "H", "H", "C", "Bi", "H", "C", "H", "C", "H", "C", "H", "C", "C", "P", "H", "H", "H", "C", "H", "H", "H"], "xyz": [[-0.729435, 0.076419, -7.566967], [3.084072, 1.994377, 0.615419], [1.148173, 1.446800, -0.163967], [-2.067242, 0.667068, -2.266198], [-0.500377, -0.390555, -8.534919], [2.428887, 0.463355, -7.088130], [-0.071252, 0.840905, -3.844217], [-1.213822, -1.221929, -1.166805], [0.059763, -1.529068, 0.461048], [3.302170, 2.657127, -0.224688], [-1.015045, 1.561812, -0.092370], [-3.186366, 2.745018, -0.181235], [-1.509717, 0.459723, 1.712844], [-0.197963, -1.430551, -0.777694], [-0.166605, -3.459776, 6.536029], [-0.024035, -1.497823, 5.641460], [2.102768, 0.724478, -3.947010], [-0.146162, -2.843630, 3.173647], [2.285744, -1.065339, -8.041396], [-2.514504, 0.207420, 2.668394], [2.383125, -0.514249, 3.501080], [-1.762874, 1.384762, 0.685462], [-0.213915, -3.345821, 2.208106], [4.031279, 1.812526, 1.631946], [-3.697479, 0.943688, 2.661088], [0.005494, -0.972101, 6.595400], [1.572919, 0.441889, 1.722997], [-0.127276, -2.893583, 5.604139], [-0.190507, -3.559363, 4.376374], [3.770874, 0.907838, 2.666990], [-2.378267, -0.576672, 3.414248], [-1.839834, 1.246037, -3.170206], [-0.351568, 1.107381, -7.550924], [-2.563271, 0.993236, -3.957549], [-0.008587, -1.451174, 3.214780], [0.381539, -1.119026, -5.956912], [0.136388, 0.312267, 4.472950], [2.328199, -0.627110, -7.035948], [0.558142, -1.666045, -1.545639], [2.557495, 0.218230, 2.709254], [-4.427510, 0.784745, 3.453909], [-2.987572, 2.057834, 0.641115], [-4.890267, 2.413508, 1.621538], [-3.944890, 1.869298, 1.644313], [1.861032, 1.317376, 0.655683], [0.024287, -0.490898, 1.713902], [4.520016, 0.730614, 3.442775], [-0.274216, -4.645133, 4.346506], [3.148038, -1.052542, -6.448578], [0.041978, -0.774921, 4.450358], [-1.894839, 2.321053, -2.938285], [4.969562, 2.372821, 1.621531], [-1.806540, 0.047690, -7.365653]], "forces_ev_per_angstrom": [[0.112, -0.203, -0.295], [-0.436, -0.257, 0.129], [0.296, -0.091, 0.265], [0.055, 0.183, -0.198], [-0.236, 0.246, 0.112], [0.128, -0.219, -0.020], [0.139, -1.189, -0.745], [0.323, 0.036, 0.145], [1.178, -0.182, 5.896], [-0.085, -0.193, 0.223], [-0.352, -0.092, 0.193], [0.053, -0.150, 0.138], [1.454, -0.709, 0.413], [-1.172, 0.373, -5.063], [-0.002, 0.113, -0.221], [0.032, -0.110, -0.254], [1.375, 0.936, 0.928], [0.070, 0.232, 0.493], [0.051, 0.068, 0.248], [-0.924, 0.285, 0.429], [0.110, 0.284, -0.257], [-0.631, 0.827, -0.593], [0.075, 0.241, 0.178], [0.181, 0.283, -0.108], [0.632, -0.559, 0.153], [0.013, -0.135, -0.173], [-1.028, -0.338, 0.501], [-0.037, 0.075, -0.214], [0.015, 0.207, -0.006], [-0.567, -0.329, 0.068], [-0.048, 0.302, -0.124], [-0.281, 0.504, 0.198], [-0.201, -0.230, -0.035], [0.085, 0.153, 0.209], [0.016, -0.273, 0.785], [-0.934, -0.446, -0.393], [-0.068, -0.281, -0.111], [-0.083, 0.282, 0.188], [-0.237, 0.062, 0.226], [0.765, 0.235, 0.152], [0.026, -0.063, -0.184], [0.740, -0.139, -0.008], [0.237, -0.091, -0.034], [-0.371, 0.330, -0.121], [0.478, 0.536, -0.370], [-0.298, 0.074, -2.243], [-0.191, 0.031, -0.193], [-0.005, 0.195, 0.058], [-0.052, 0.107, -0.201], [-0.014, -0.577, 0.010], [-0.316, -0.233, 0.035], [-0.243, -0.203, -0.077], [0.170, 0.095, -0.134]], "lowdin_charge": [-0.494, -0.110, 0.082, -0.060, -0.056, -0.045, 0.201, 0.020, -0.247, 0.095, 0.076, 0.089, -0.296, -0.273, 0.087, -0.100, -0.234, -0.062, -0.046, -0.126, 0.083, -0.114, 0.100, -0.151, -0.144, 0.092, -0.284, -0.114, -0.099, -0.137, 0.083, -0.321, -0.045, -0.046, -0.314, 0.768, 0.117, -0.495, 0.022, -0.122, 0.081, -0.121, 0.072, -0.160, -0.096, 0.865, 0.083, 0.091, -0.052, -0.113, -0.053, 0.076, -0.054]}

=====

2.
{"formula": "C18H18N", "method": "wB97M-V/def2-TZVPD", "mol_weight_da": 248.35, "max_force_ev_per_a": 4.4, "charge": 1, "homo_energy_ha": -0.43523, "relative_energy_kj_mol": 139.7, "smiles": "Cc1c2ccccc2cc(Cc2ccccc2)[n+]1C", "total_energy_ha": -751.1900, "lumo_ev": -4.26, "multiplicity": 1, "orbital_gap_ev": 7.59, "symbols": ["C", "H", "H", "C", "C", "C", "H", "C", "H", "C", "C", "C", "H", "H", "H", "N", "H", "H", "C", "H", "C", "H", "C", "C", "H", "H", "C", "C", "H", "H", "C", "H", "C", "C", "H", "C", "H"], "xyz": [[-0.635126, 0.850919, -2.575306], [-1.458452, 0.958880, -1.817148], [-0.936844, -1.965303, -1.991999], [1.356974, -0.046393, 1.534615], [2.673451, 0.325221, 1.985283], [1.051030, -0.390506, -3.742750], [-1.145432, 2.765445, -3.320842], [1.098554, -0.609618, 0.310882], [-2.940352, -1.963494, 0.749654], [-2.510127, -1.209860, 0.141896], [0.213789, 1.689011, -4.640448], [-0.627050, 1.880325, -3.525620], [-3.064379, -0.905501, 2.528412], [3.743491, 1.111552, 3.707705], [1.891619, -0.658639, -0.408529], [-1.167956, -0.793314, 0.654238], [-2.126065, -0.772007, 3.893021], [1.795778, 0.472111, -5.387767], [0.096679, -0.343420, -2.710580], [0.457922, 2.442293, -5.374006], [-0.122004, -0.970787, -0.165197], [1.916173, 1.331423, 5.131601], [1.751630, 0.820332, 4.219521], [-0.099175, -1.422370, -1.631272], [3.559159, 0.241225, 1.404734], [-2.250517, -1.713500, -0.809345], [-0.946056, -0.334300, 2.006177], [-2.260420, -0.321096, 2.883285], [-2.680632, 0.670768, 3.073357], [-3.165968, -0.348964, -0.011927], [0.282180, 0.133276, 2.451330], [1.689278, -1.277533, -3.834685], [2.826315, 0.714452, 3.323914], [0.432378, 0.561475, 3.785078], [0.683365, -2.189534, -1.728617], [1.036665, 0.578832, -4.688876], [-0.419876, 0.688600, 4.580210]], "forces_ev_per_angstrom": [[-1.782, -0.139, -0.044], [1.181, -0.287, -0.305], [-1.118, -0.523, 0.193], [1.445, 0.732, 1.775], [-0.888, 0.006, 2.235], [-1.283, -2.004, 1.697], [-0.833, 1.110, -0.091], [0.649, 0.199, -1.211], [-0.453, -0.443, 0.788], [1.273, 0.185, -1.084], [0.303, 0.623, 0.883], [2.017, -2.088, -0.675], [-0.602, -0.581, -1.024], [0.727, -0.289, -0.189], [0.499, -0.201, -0.069], [-0.485, 0.368, 2.963], [0.572, 0.412, -0.648], [0.997, 0.220, -1.709], [0.347, 1.480, 1.108], [-0.648, 0.291, -0.079], [1.229, 0.522, -1.046], [0.104, -0.106, 1.053], [-2.710, 0.126, -1.669], [0.576, -0.235, -0.660], [0.313, -0.040, -0.794], [-0.769, 0.610, 0.562], [-3.978, -0.645, -1.872], [1.685, 0.128, 0.878], [0.438, 0.128, -0.281], [0.164, -0.219, 0.099], [-1.039, -1.303, -0.490], [-0.079, 0.467, 0.021], [-0.508, 0.128, -1.685], [1.240, 0.739, 2.864], [0.106, 0.428, 0.216], [-0.283, 0.485, 0.402], [1.596, -0.286, -2.112]], "lowdin_charge": [-0.048, 0.120, 0.096, -0.117, 0.036, -0.043, 0.088, 0.040, 0.087, 0.033, -0.050, -0.048, 0.043, 0.112, 0.141, 0.021, 0.102, 0.093, -0.199, 0.109, -0.176, 0.103, -0.035, -0.075, 0.112, 0.090, -0.035, 0.005, 0.102, 0.118, -0.133, 0.124, -0.030, 0.013, 0.135, -0.095, 0.160]}

=====

3.
{"formula": "C17H26BClN4O4", "method": "wB97M-V/def2-TZVPD", "mol_weight_da": 396.68, "max_force_ev_per_a": 4.5, "charge": 0, "homo_energy_ha": -0.32477, "smiles": "CB(O)c1c(C[C@H](C)Cl)cc(CC(N)(N)N)c2c1C(=O)NC2=O.CC(C)=O", "total_energy_ha": -1668.2870, "lumo_ev": -0.59, "multiplicity": 1, "orbital_gap_ev": 8.24, "symbols": ["H", "C", "H", "H", "C", "H", "H", "H", "C", "H", "H", "N", "H", "C", "H", "H", "C", "C", "C", "H", "Cl", "H", "H", "N", "N", "C", "H", "O", "H", "H", "O", "H", "C", "N", "H", "B", "C", "C", "C", "H", "C", "C", "H", "H", "C", "H", "H", "C", "H", "O", "O", "H", "C"], "xyz": [[-0.195148, 4.338998, -2.315830], [-0.225222, 4.398575, -1.160513], [1.199477, 1.621514, 3.877524], [-0.939775, 5.207232, -0.799056], [2.094722, 0.860505, 0.855790], [-3.259328, -1.769774, -1.683923], [3.973466, -1.213273, 3.349010], [-2.001619, 0.630211, -2.204917], [0.092837, -3.287430, 0.835819], [-3.055171, 0.856976, -4.919482], [2.991904, 2.689099, 3.394158], [3.493254, 0.103015, 5.459702], [-1.579807, 2.602074, -0.819390], [0.931880, 0.702147, -0.191136], [1.582898, 2.617799, -1.090414], [0.446800, 1.722962, -2.212928], [0.119148, -0.647336, -0.308593], [1.730630, -1.623947, 1.666009], [3.100877, 0.731516, 4.148799], [-2.452155, -2.261456, -0.006090], [-0.328323, 3.154621, 1.313137], [0.860747, 4.644481, -0.850472], [-5.446938, -1.997248, -5.775253], [0.390691, -3.477186, 2.285425], [3.590271, 2.128164, 4.024330], [-2.290538, -2.008162, -1.115793], [4.531346, 2.175136, 3.598120], [2.738828, -3.636596, 2.974571], [4.610078, 0.288346, 2.449288], [2.629696, 1.877027, 0.921917], [-4.365308, -0.523167, -3.298847], [-3.945359, -2.841034, -5.280288], [-3.400462, -0.050319, -5.419289], [1.594641, 0.678815, 4.012072], [-4.031893, 0.233868, -6.264035], [-1.117996, -0.863057, -1.327661], [0.577723, -1.783691, 0.634314], [-4.755459, -2.186550, -4.951415], [1.802051, -3.016708, 2.429316], [-1.857328, -2.960447, -1.613342], [0.627093, 1.964843, -1.111413], [-0.535275, 2.938458, -0.507159], [-5.299688, -2.681532, -4.144247], [1.208000, 0.308172, 4.893240], [2.522398, -0.309573, 1.816188], [2.982326, -0.791988, 5.498244], [0.270767, -4.473355, 2.531257], [-4.190368, -0.885458, -4.447600], [3.105124, 0.761616, 6.167456], [-0.364769, -4.144939, 0.056234], [-1.303707, -0.004187, -2.515141], [-2.530388, -0.610075, -5.768558], [3.672352, -0.187683, 2.910865]], "forces_ev_per_angstrom": [[-0.369, 0.004, 1.851], [0.689, -0.680, 0.049], [0.204, -0.667, 0.060], [0.949, -1.149, -0.527], [-1.710, -3.050, -0.343], [1.448, -0.178, 1.085], [-0.650, 1.495, -1.022], [0.473, -0.864, -0.890], [-0.593, -0.013, -0.677], [-0.034, -0.151, -0.049], [0.283, -0.662, 0.573], [-0.570, 1.288, -1.138], [1.370, 0.315, 1.041], [1.227, -2.229, 1.856], [-1.446, -1.109, 0.056], [-0.111, 0.083, 1.746], [3.052, 0.132, 2.159], [-0.790, 1.924, -2.161], [-0.365, -0.840, -1.148], [0.026, 0.297, -1.741], [-0.499, -0.326, -1.220], [-1.849, -0.133, -0.342], [0.168, -0.083, -0.111], [1.649, -1.519, -1.792], [-0.161, -0.263, -0.299], [0.751, -0.236, -0.146], [-0.725, -0.292, 0.583], [-3.440, 2.294, -1.630], [-1.401, -0.705, 0.694], [-0.890, -1.839, -0.141], [0.005, -0.083, -0.540], [-0.079, 0.059, -0.187], [0.063, 0.299, 0.236], [0.601, 0.810, 1.062], [0.115, -0.153, -0.098], [-1.116, -0.010, -0.821], [1.879, 2.409, 0.448], [-0.167, -0.121, 0.357], [0.788, 0.266, 0.377], [-0.655, 1.313, 0.836], [0.659, 0.355, 1.200], [1.166, 1.006, -2.047], [0.082, 0.086, -0.093], [0.216, 0.448, -0.662], [-2.223, -0.851, -2.367], [0.389, 0.556, 0.210], [0.265, 0.558, -0.085], [-0.062, 0.243, 0.639], [0.427, -0.869, -0.457], [1.511, 3.033, 2.935], [-0.002, -0.121, 2.736], [-0.110, 0.004, -0.145], [-0.436, -0.083, 0.091]], "lowdin_charge": [0.092, -0.160, 0.066, 0.076, 0.022, 0.052, 0.116, 0.096, -0.317, 0.079, 0.067, 0.048, 0.106, -0.112, 0.110, 0.123, 0.042, 0.011, -0.600, 0.074, 0.552, 0.078, 0.086, 0.116, 0.061, -0.032, 0.077, 0.058, 0.115, 0.101, 0.043, 0.088, -0.023, 0.060, 0.085, -0.348, 0.026, -0.020, -0.316, 0.083, -0.195, -0.644, 0.085, 0.077, -0.087, 0.071, 0.140, -0.495, 0.082, 0.068, -0.001, 0.090, -0.075]}

=====

4.
{"formula": "C4H8O2", "method": "wB97M-V/def2-TZVPD", "mol_weight_da": 88.11, "max_force_ev_per_a": 0.8, "charge": 0, "homo_energy_ha": -0.31296, "relative_energy_kj_mol": 412.7, "total_energy_ha": -307.5552, "lumo_ev": 0.59, "multiplicity": 1, "orbital_gap_ev": 9.10, "symbols": ["H", "C", "C", "H", "H", "H", "C", "H", "O", "H", "H", "C", "O", "H"], "xyz": [[0.399885, 1.757252, 1.761525], [-1.822097, 0.820614, 1.054222], [-0.309872, -0.090243, -0.460582], [-0.596131, 0.583266, -1.281125], [1.101830, -0.272668, 1.139316], [-1.394911, 1.675334, 0.468676], [0.085309, -1.474382, -0.923516], [1.702251, 0.485257, -0.356791], [0.811627, 1.768334, 0.886859], [-0.689707, -1.957748, -1.520980], [0.272343, -2.091986, -0.038800], [0.877712, 0.465771, 0.354568], [-1.447596, -0.252190, 0.420668], [1.009358, -1.416610, -1.504040]], "forces_ev_per_angstrom": [[0.057, -0.060, -0.163], [-0.747, 0.091, -0.374], [0.409, 0.084, -0.083], [0.052, -0.115, 0.228], [0.010, 0.141, -0.154], [-0.205, -0.024, 0.203], [0.057, -0.093, -0.070], [0.201, -0.049, 0.085], [-0.247, -0.050, 0.092], [0.054, 0.136, 0.039], [-0.020, 0.010, -0.173], [0.250, -0.348, -0.273], [0.262, 0.369, 0.673], [-0.133, -0.092, -0.031]], "lowdin_charge": [0.089, 0.050, -0.369, 0.158, 0.139, 0.013, -0.042, 0.128, -0.064, 0.089, 0.092, -0.231, -0.139, 0.088]}